Entry 1:
Computed, not measured: a molecular structure, C10H32N10O12Zn2, with the ωB97M-V functional and the def2-TZVPD basis.

Calculated values
E_HOMO (eV): -13.278
E_LUMO (eV): -5.67
Charge: +2

Last column: natural (NBO) charge in e.
Cartesian coordinates (Å):
Zn: -1.9955 -1.2175 -0.8207  1.761
Zn: 2.4610 1.6758 0.9914  1.782
C: -0.3529 0.5331 -0.0978  1.006
O: -0.7378 0.4342 -1.3248  -0.917
O: -1.1313 -0.1201 0.7014  -0.929
O: 0.8193 0.8884 0.2627  -0.951
C: 0.2283 -3.4955 -1.0263  0.817
O: -0.6791 -2.7076 -0.7197  -0.811
N: 0.9501 -3.4788 -2.1752  -0.801
N: 0.5923 -4.5027 -0.1732  -0.817
H: 1.7317 -4.1010 -2.2308  0.408
H: 0.9010 -2.6536 -2.7530  0.427
H: 1.0296 -5.2999 -0.5990  0.410
H: 0.0413 -4.5955 0.6632  0.419
C: -3.4863 1.5152 2.8986  0.760
O: -4.5755 1.7382 3.4075  -0.630
N: -2.7575 0.3794 3.2026  -0.895
N: -2.8877 2.3327 1.9770  -0.861
H: -3.3778 -0.2809 3.6470  0.414
H: -2.0727 0.1943 2.4803  0.404
H: -3.2784 3.2474 1.8354  0.422
H: -1.9157 2.1276 1.8371  0.380
C: 1.4271 0.6987 3.7222  0.811
O: 2.3754 1.1604 3.0456  -0.819
N: 1.4731 0.4577 5.0457  -0.794
N: 0.2362 0.3894 3.1449  -0.832
H: 2.3400 0.6141 5.5317  0.431
H: 0.5942 0.2844 5.4935  0.418
H: -0.3079 -0.2952 3.6339  0.404
H: 0.1691 0.4745 2.1466  0.430
C: 4.5123 -0.8243 0.3770  0.818
O: 3.6812 0.0444 0.6775  -0.833
N: 5.8539 -0.6197 0.3083  -0.807
N: 4.1251 -2.0794 0.1067  -0.807
H: 6.1463 0.3186 0.5268  0.416
H: 6.5442 -1.2785 0.0017  0.423
H: 3.1335 -2.2438 0.1095  0.412
H: 4.7599 -2.8247 -0.1095  0.414
C: -2.0793 2.8374 -3.3034  0.758
O: -2.6317 3.6889 -4.0001  -0.640
N: -1.7940 1.5873 -3.7358  -0.873
N: -1.8258 3.0031 -1.9851  -0.883
H: -1.9753 1.4056 -4.7070  0.419
H: -1.3299 0.9316 -3.1178  0.397
H: -2.1452 3.7797 -1.4426  0.414
H: -1.5593 2.0961 -1.6206  0.387
C: 3.8394 2.0788 -1.8129  -0.100
C: 3.1087 0.8806 -2.4206  -0.097
O: 1.9175 1.2024 -3.0892  -0.713
O: 2.9841 2.6379 -0.7605  -0.841
H: 3.9353 2.7973 -2.6271  0.220
H: 4.8204 1.8907 -1.3825  0.193
H: 2.9720 0.0805 -1.6882  0.164
H: 3.7613 0.3901 -3.1462  0.199
H: 1.1493 1.1315 -2.5046  0.496
H: 2.8841 3.5584 -1.0357  0.532
C: -4.5128 -0.5659 0.0078  -0.122
C: -4.4983 -2.0839 -0.1046  -0.120
O: -3.1630 -2.5591 0.1656  -0.812
O: -3.6422 -0.0434 -1.0255  -0.821
H: -4.2332 -0.1548 0.9820  0.218
H: -5.5061 -0.1388 -0.1459  0.230
H: -4.7204 -2.3139 -1.1497  0.202
H: -5.2967 -2.4687 0.5269  0.234
H: -3.1769 -3.4210 0.5919  0.534
H: -3.8517 0.8815 -1.2142  0.546

Entry 2:
Computed, not measured: 6 unconnected molecules or ions with the total composition C10H32O10, with the ωB97M-V functional and the def2-TZVPD basis.

Calculated values
E_HOMO (eV): -9.817
SMILES: OCCO.OCCO.OCCO.OCCO.CO.CO
E_LUMO (eV): 0.29
Charge: 0

Last column: natural (NBO) charge in e.
Cartesian coordinates (Å):
O: 5.1438 0.8837 -0.8022  -0.711
C: 5.9961 1.4714 -1.7334  -0.101
C: 7.4247 1.0901 -1.5133  -0.092
O: 7.9495 1.5259 -0.2533  -0.721
H: 5.0241 1.6069 -0.1823  0.469
H: 5.6767 1.1415 -2.7220  0.175
H: 5.8972 2.5556 -1.7852  0.163
H: 8.1469 1.4706 -2.2356  0.190
H: 7.4119 0.0072 -1.6368  0.161
H: 7.4060 1.1958 0.4659  0.466
O: -3.1676 0.6242 -0.2661  -0.767
C: -3.6170 -0.7054 -0.5222  -0.096
C: -2.7752 -1.2390 -1.7193  -0.079
O: -1.4475 -1.5018 -1.4318  -0.754
H: -3.5147 0.8767 0.5925  0.492
H: -3.3628 -1.2382 0.3940  0.171
H: -4.7020 -0.7872 -0.5873  0.171
H: -2.6808 -0.5549 -2.5626  0.179
H: -3.2389 -2.2076 -1.9058  0.176
H: -1.1249 -0.6855 -1.0429  0.484
O: -1.3858 -0.3333 2.8186  -0.728
C: -2.1897 0.7879 3.1637  -0.089
C: -3.6893 0.3984 3.4701  -0.091
O: -4.4457 0.4976 2.2946  -0.747
H: -0.6878 -0.3959 3.4747  0.477
H: -1.7302 1.2861 4.0174  0.174
H: -2.2164 1.4766 2.3193  0.183
H: -4.0808 1.0237 4.2725  0.170
H: -3.8387 -0.6274 3.8069  0.177
H: -5.3519 0.7388 2.4999  0.487
O: -0.0385 0.7654 -0.3232  -0.742
C: 1.3192 0.4692 0.0815  -0.088
C: 1.9141 -0.7284 -0.6538  -0.099
O: 1.0846 -1.7876 -0.1298  -0.758
H: -0.5813 0.3306 0.3385  0.482
H: 1.7557 1.4110 -0.2510  0.170
H: 1.4873 0.4126 1.1570  0.177
H: 2.9331 -0.9772 -0.3573  0.196
H: 1.8574 -0.6930 -1.7417  0.180
H: 0.3292 -1.9643 -0.6952  0.492
C: -1.8722 -4.4330 0.9589  -0.249
O: -1.6997 -4.8582 2.3436  -0.738
H: -0.9880 -4.1645 0.3809  0.183
H: -2.4413 -5.2272 0.4756  0.175
H: -2.5501 -3.5797 0.9782  0.163
H: -1.8143 -4.1193 2.9456  0.466
C: -1.1239 3.1750 -3.0297  -0.255
O: -1.9093 3.5028 -1.8776  -0.724
H: -0.0893 3.1006 -2.6948  0.164
H: -1.5349 2.2752 -3.4876  0.167
H: -1.0973 4.0161 -3.7225  0.175
H: -1.7700 2.6915 -1.3836  0.475

Entry 3:
Computed, not measured: 6 unconnected molecules or ions with the total composition C10H32O11, with the ωB97M-V functional and the def2-TZVPD basis.

Calculated values
E_HOMO (eV): -9.924
SMILES: OCCO.OCCO.OCCO.OCCO.OCCO.O
E_LUMO (eV): 0.39
Charge: 0

Last column: natural (NBO) charge in e.
Cartesian coordinates (Å):
O: -2.5071 -3.0178 2.2975  -0.736
C: -2.3102 -1.6178 2.3427  -0.094
C: -1.3977 -1.1696 1.2211  -0.093
O: -0.2355 -2.0261 1.2449  -0.763
H: -2.9019 -3.3105 3.1209  0.484
H: -3.2237 -1.0121 2.3312  0.173
H: -1.8475 -1.3888 3.3075  0.175
H: -1.1453 -0.1114 1.2610  0.196
H: -1.7657 -1.3083 0.1993  0.172
H: -0.4846 -2.9417 1.4126  0.495
O: 0.8651 6.1545 2.5079  -0.726
C: 1.3276 4.8214 2.3584  -0.103
C: 0.3656 4.0443 1.4524  -0.108
O: -0.7731 3.6062 2.2135  -0.743
H: 1.0465 6.4265 3.4116  0.476
H: 2.3182 4.8105 1.8825  0.167
H: 1.4707 4.3078 3.3129  0.182
H: 0.9006 3.2631 0.9174  0.209
H: -0.0354 4.7478 0.7174  0.188
H: -1.1813 4.3901 2.5944  0.489
O: 0.3183 -2.6675 -1.6070  -0.763
C: -1.0264 -3.1555 -1.7153  -0.095
C: -1.2104 -4.1201 -2.8631  -0.084
O: -0.3666 -3.7090 -3.9654  -0.733
H: 0.3750 -2.2101 -0.7486  0.503
H: -1.3536 -3.5314 -0.7433  0.175
H: -1.6422 -2.2700 -1.9277  0.153
H: -2.2367 -4.1343 -3.2191  0.188
H: -0.8426 -5.1216 -2.6201  0.169
H: 0.3246 -3.1444 -3.5977  0.480
O: 1.1729 0.8502 -3.9762  -0.745
C: 1.2865 -0.1578 -4.9873  -0.093
C: -0.0666 -0.6036 -5.5489  -0.084
O: -0.9970 0.4346 -5.8135  -0.717
H: 2.0749 0.8953 -3.6361  0.480
H: 2.0625 0.1413 -5.6979  0.166
H: 1.6328 -1.1056 -4.5497  0.163
H: -0.5066 -1.2039 -4.7436  0.169
H: 0.0725 -1.1611 -6.4715  0.196
H: -1.0219 1.0161 -5.0455  0.470
O: 0.1970 1.6255 3.7753  -0.768
C: 1.1032 0.7336 3.1336  -0.091
C: 1.3004 -0.5749 3.8761  -0.084
O: 1.8270 -0.2931 5.1610  -0.714
H: -0.0266 2.2790 3.0686  0.501
H: 0.8364 0.5820 2.0790  0.149
H: 2.0640 1.2545 3.0025  0.157
H: 1.9315 -1.2037 3.2499  0.193
H: 0.3328 -1.0883 3.9280  0.153
H: 1.2058 0.3439 5.5381  0.474
O: 1.1901 1.1062 -1.0181  -0.957
H: 0.5486 0.6240 -0.4875  0.462
H: 0.9549 0.9014 -1.9359  0.488

Entry 4:
Computed, not measured: a molecular structure, C10H32O6, with the ωB97M-V functional and the def2-TZVPD basis.

Calculated values
E_HOMO (eV): -7.117
E_LUMO (eV): 0.30
Charge: 0

Last column: natural (NBO) charge in e.
Cartesian coordinates (Å):
C: 1.8982 -1.2968 1.5750  -0.665
C: 1.3187 -2.5732 0.9751  0.094
C: 1.4397 -2.5102 -0.5907  -0.633
O: 2.0529 -3.6957 1.3883  -0.715
H: 2.9869 -1.2773 1.5263  0.215
H: 1.6704 -1.1345 2.6285  0.212
H: 1.4910 -0.4019 1.1043  0.215
H: 0.3473 -2.7182 1.4477  0.163
H: 2.4910 -2.2803 -0.7643  0.221
H: 0.8138 -1.6826 -0.9246  0.190
H: 1.0403 -3.4076 -1.0632  0.224
H: 2.1172 -3.5857 2.3398  0.462
C: -1.4775 -1.6223 -1.1224  -0.622
C: -2.3651 -0.6297 -0.4318  0.079
C: -3.7311 -1.3125 -0.0664  -0.642
O: -1.7421 -0.1572 0.7849  -0.703
H: -1.2177 -2.5000 -0.5307  0.222
H: -0.5294 -1.1821 -1.4314  0.201
H: -1.8737 -2.0261 -2.0540  0.233
H: -2.4617 0.2506 -1.0672  0.196
H: -4.4028 -1.1833 -0.9151  0.220
H: -4.2729 -0.9387 0.8024  0.218
H: -3.6861 -2.3674 0.2041  0.221
H: -2.3739 0.4492 1.1783  0.486
C: 1.9024 -0.4640 -2.9745  -0.285
O: 1.4193 0.1906 -4.1662  -0.697
H: 1.5096 -1.4471 -2.7153  0.182
H: 2.9234 -0.7893 -3.1739  0.187
H: 2.0204 0.2257 -2.1388  0.161
H: 0.4802 0.1676 -3.9680  0.457
C: 0.5666 0.7125 -0.2851  -0.286
O: -0.6612 1.2946 -0.1595  -0.646
H: 1.0124 0.9230 0.6869  0.188
H: 0.6345 -0.3609 -0.4622  0.194
H: 1.1516 1.1371 -1.1010  0.198
H: -1.0713 0.9286 0.6276  0.494
C: -0.8221 2.6320 2.8726  -0.261
O: 0.1369 3.4896 2.2236  -0.803
H: -1.0241 1.6811 2.3796  0.078
H: -0.4181 2.4594 3.8701  0.191
H: -1.7589 3.1849 2.9423  0.156
H: -0.1360 3.5856 1.3083  0.436
C: 0.6380 3.6498 -0.2017  -0.283
O: -0.4174 3.0742 0.5258  -0.720
H: 1.3848 2.8668 -0.3332  0.157
H: 0.3184 4.0022 -1.1824  0.168
H: 1.2248 4.4588 0.2334  0.208
H: -0.5475 2.1809 0.1991  0.434

One value per record, in order, for HOMO-LUMO gap: 0.2795, 0.3715, 0.3789, 0.2724 hartree.
One value per record, in order, for molecular weight: 615.20, 312.36, 328.35, 248.36 g/mol.